{"formula": "C3H4Br2O", "method": "ωB97M-V with the def2-TZVPD basis set", "homo_energy_ha": -0.3711, "homo_lumo_gap_ev": 10.848, "smiles": "C[C@@]1(Br)O[C@H]1Br", "e_lumo_ev": 0.749, "relative_energy_kcal_mol": 15.65, "species": ["C", "C", "Br", "O", "C", "Br", "H", "H", "H", "H"], "coordinates": [[0.38134, 0.62030, -0.03090], [0.39837, -0.85008, 0.22304], [2.15033, -1.50944, 0.06261], [-0.25422, -1.36270, 1.30196], [-0.77285, -1.84565, 0.07884], [-2.54144, -1.20777, -0.35485], [0.90827, 0.86302, -0.90240], [0.86724, 1.27730, 0.58372], [-0.67070, 1.05813, -0.23422], [-0.68020, -2.91256, -0.21681]], "forces_ev_per_angstrom": [[-3.8, 0.0, -2.1], [-1.1, -0.2, -0.7], [1.1, -0.7, -0.3], [-1.1, -1.0, 1.1], [1.1, 1.3, -0.2], [0.3, -0.1, 0.0], [0.7, -0.3, -1.9], [1.1, 0.9, 2.8], [1.5, -1.0, 0.6], [0.3, 0.9, 0.5]], "lowdin_charge": [-0.11, -0.96, 0.81, -0.10, -0.65, 0.71, 0.05, 0.05, 0.10, 0.10]}

{"formula": "C12H19BBr30GaO", "method": "ωB97M-V with the def2-TZVPD basis set", "total_charge": -1, "homo_energy_ha": -0.1582, "homo_lumo_gap_ev": 5.495, "e_lumo_ev": 1.190, "relative_energy_kcal_mol": 14.47, "species": ["C", "C", "B", "O", "Ga", "H", "H", "H", "H", "H", "H", "H", "H", "H", "C", "Br", "Br", "Br", "H", "C", "Br", "Br", "Br", "H", "C", "Br", "Br", "Br", "H", "C", "Br", "Br", "Br", "H", "C", "Br", "Br", "Br", "H", "C", "Br", "Br", "Br", "H", "C", "Br", "Br", "Br", "H", "C", "Br", "Br", "Br", "H", "C", "Br", "Br", "Br", "H", "C", "Br", "Br", "Br", "H"], "coordinates": [[1.40295, -2.11465, 1.32768], [0.87105, -0.77434, 0.93852], [-0.68744, -0.53455, 1.15702], [-1.01614, 0.83041, 1.32514], [-2.24450, -1.93960, 1.18511], [1.27610, -2.83993, 0.59630], [1.04526, -2.45007, 2.24999], [2.44612, -1.99734, 1.42419], [1.07055, -0.64227, -0.08971], [1.40114, -0.02834, 1.47318], [-0.39975, 1.28365, 0.80508], [-2.84106, -2.09197, 2.69195], [-3.46504, -1.33841, 0.29852], [-1.75186, -3.36270, 0.59973], [0.77133, 4.22560, 1.67597], [1.20256, 3.23463, 0.08237], [1.49757, 3.45168, 3.28782], [1.27087, 6.07772, 1.49024], [-0.30159, 4.20003, 1.78022], [-0.33820, 0.49622, 5.11681], [-1.86842, 1.49851, 4.53396], [0.85244, 1.55850, 6.20866], [-0.84467, -1.13676, 6.00233], [0.20353, 0.22762, 4.22495], [-4.90623, -0.66001, 4.57786], [-4.54324, -2.38648, 5.34259], [-6.19702, -0.76844, 3.15377], [-5.43433, 0.62596, 5.92006], [-3.98402, -0.31018, 4.14613], [0.03440, -0.44912, -4.11378], [0.52812, -0.29667, -5.97233], [0.68522, -2.08651, -3.33985], [0.61326, 1.08286, -3.09969], [-1.03913, -0.47996, -4.06650], [-3.39368, 4.72868, 2.49007], [-1.68546, 5.09976, 3.30594], [-3.18013, 3.77191, 0.82969], [-4.57049, 3.78191, 3.69027], [-3.85267, 5.67258, 2.26612], [3.29122, -2.27727, 5.92067], [4.09010, -0.99661, 7.12383], [2.65659, -1.45030, 4.30524], [4.49207, -3.73752, 5.54088], [2.43530, -2.69084, 6.42201], [4.32370, -0.98920, -2.96051], [5.08670, -0.66442, -4.70267], [4.76287, -2.74997, -2.31666], [4.83296, 0.37573, -1.70117], [3.25360, -0.94502, -3.06624], [2.30938, -3.56906, -8.57782], [0.90163, -2.31294, -8.97974], [3.59973, -2.83455, -7.35119], [1.62533, -5.24521, -7.91461], [2.81834, -3.77350, -9.50004], [-0.45685, 7.65012, -2.16399], [1.33053, 7.89598, -1.46782], [-0.41133, 7.04566, -3.99373], [-1.55066, 6.49688, -1.07330], [-0.92693, 8.61478, -2.16360], [-1.37071, -5.48276, -5.46226], [-0.37971, -5.63619, -3.81853], [-3.21103, -6.01328, -5.24926], [-1.20628, -3.71179, -6.19774], [-0.92389, -6.15865, -6.16812]], "forces_ev_per_angstrom": [[0.6, 1.0, -0.1], [-1.6, -0.4, 0.3], [-0.2, 0.3, 0.4], [-1.5, -1.7, 0.5], [-0.3, -0.1, 0.1], [-0.7, -1.5, -1.3], [-0.8, -0.7, 1.3], [1.6, -0.2, 0.2], [0.4, 0.5, -1.6], [0.7, 1.2, 0.6], [1.8, 1.7, -0.8], [0.1, 0.0, 0.0], [0.0, -0.1, -0.1], [-0.1, -0.1, 0.0], [0.4, -0.1, -0.2], [0.2, 0.0, 0.0], [-0.1, 0.0, -0.3], [0.1, -0.2, 0.2], [0.2, -0.2, -0.3], [-0.2, 0.0, -0.1], [0.1, 0.0, 0.2], [-0.1, -0.1, 0.1], [0.0, 0.1, 0.0], [0.1, -0.1, -0.1], [-0.1, -0.2, -0.1], [-0.2, 0.1, 0.1], [0.1, 0.0, 0.1], [0.0, 0.0, 0.0], [0.2, 0.0, -0.2], [0.2, 0.0, 0.1], [0.0, 0.0, 0.1], [0.0, 0.1, 0.0], [0.0, 0.0, 0.0], [-0.2, 0.0, 0.0], [0.0, -0.3, 0.0], [-0.9, 0.4, 0.6], [0.1, 0.0, 0.1], [0.1, 0.0, -0.1], [-0.1, 0.2, 0.0], [0.1, 0.2, -0.1], [0.0, -0.1, -0.1], [0.2, -0.1, 0.2], [0.0, 0.1, 0.0], [-0.2, -0.1, 0.1], [0.2, 0.0, 0.1], [0.0, 0.0, 0.0], [-0.1, 0.1, 0.0], [0.0, -0.1, -0.1], [-0.2, 0.0, 0.0], [-0.1, 0.1, 0.4], [0.1, -0.1, -0.1], [-0.1, 0.0, 0.0], [0.1, 0.0, -0.1], [0.1, -0.1, -0.2], [0.1, -0.2, 0.0], [-0.2, 0.1, -0.2], [0.0, 0.0, 0.1], [0.2, 0.0, -0.1], [-0.1, 0.2, 0.0], [0.0, 0.2, 0.2], [-0.1, -0.1, 0.0], [0.1, 0.0, 0.0], [-0.2, 0.0, 0.0], [0.1, -0.1, -0.2]], "lowdin_charge": [-0.19, -0.24, -0.67, -0.06, 0.26, 0.05, 0.02, 0.03, 0.06, 0.07, -0.06, -0.14, -0.13, -0.14, -1.66, 0.62, 0.58, 0.52, -0.18, -1.60, 0.61, 0.52, 0.58, -0.07, -1.65, 0.53, 0.55, 0.51, -0.11, -1.59, 0.53, 0.59, 0.58, -0.02, -1.56, 0.65, 0.62, 0.57, -0.03, -1.61, 0.55, 0.68, 0.57, -0.04, -1.64, 0.54, 0.57, 0.57, -0.11, -1.60, 0.54, 0.55, 0.57, -0.04, -1.62, 0.54, 0.57, 0.55, -0.04, -1.63, 0.57, 0.58, 0.52, -0.06]}

{"formula": "C4H10O2", "method": "ωB97M-V with the def2-TZVPD basis set", "homo_energy_ha": -0.3611, "homo_lumo_gap_ev": 10.935, "smiles": "COCCOC", "e_lumo_ev": 1.110, "relative_energy_kcal_mol": 39.08, "species": ["C", "O", "C", "C", "O", "C", "H", "H", "H", "H", "H", "H", "H", "H", "H", "H"], "coordinates": [[-0.12625, 2.05872, 2.12592], [-0.59138, 0.93888, 1.41950], [0.34472, 0.48740, 0.47396], [-0.27276, -0.66866, -0.29162], [0.49359, -0.84686, -1.45751], [0.06436, -1.91866, -2.26084], [-0.93231, 2.38848, 2.78559], [0.75988, 1.81701, 2.73382], [0.13849, 2.88242, 1.44372], [0.59615, 1.28400, -0.24483], [1.28101, 0.17362, 0.96410], [-0.29566, -1.57985, 0.32748], [-1.31296, -0.40863, -0.54449], [0.61629, -2.84117, -2.03237], [-1.00920, -2.11710, -2.13722], [0.24601, -1.64962, -3.30522]], "forces_ev_per_angstrom": [[0.1, 0.2, 0.2], [-0.1, -0.1, 0.0], [0.2, -0.1, -0.2], [-0.1, 0.1, 0.2], [0.1, 0.1, 0.0], [-0.1, -0.2, -0.2], [0.1, 0.0, -0.1], [-0.1, 0.0, -0.1], [-0.1, -0.1, 0.1], [-0.1, -0.1, 0.1], [-0.1, 0.0, -0.1], [0.0, 0.1, -0.1], [0.1, 0.0, 0.0], [-0.1, 0.1, 0.0], [0.1, 0.1, 0.0], [0.0, -0.1, 0.1]], "lowdin_charge": [-0.12, -0.19, -0.22, -0.22, -0.19, -0.12, 0.09, 0.09, 0.09, 0.13, 0.13, 0.13, 0.13, 0.09, 0.09, 0.09]}

{"formula": "C10H18Cl2N2", "method": "ωB97M-V with the def2-TZVPD basis set", "homo_energy_ha": -0.4074, "homo_lumo_gap_ev": 11.685, "smiles": "CCCC#N.CCCC#N.ClCCCl", "e_lumo_ev": 0.600, "relative_energy_kcal_mol": 0.00, "species": ["C", "C", "C", "C", "N", "H", "H", "H", "H", "H", "H", "H", "C", "C", "C", "C", "N", "H", "H", "H", "H", "H", "H", "H", "Cl", "C", "C", "Cl", "H", "H", "H", "H"], "coordinates": [[14.60096, 9.05235, -10.26927], [13.44318, 8.73943, -11.18947], [12.12752, 9.26704, -10.57018], [11.79919, 8.65981, -9.29091], [11.52737, 8.21071, -8.27531], [14.62744, 8.35527, -9.42635], [14.71480, 10.07397, -9.91022], [15.59839, 8.87586, -10.69076], [13.38415, 7.68764, -11.47177], [13.49681, 9.23821, -12.16238], [11.31795, 9.17932, -11.29270], [12.29695, 10.32506, -10.34609], [16.63227, 13.39531, -7.74140], [16.67432, 11.86103, -7.74057], [15.36838, 11.20457, -7.30156], [14.16277, 11.71295, -7.94932], [13.21419, 12.13341, -8.44459], [15.91558, 13.75711, -8.47666], [17.61375, 13.78129, -8.01983], [16.40131, 13.78801, -6.75046], [17.48700, 11.49865, -7.11013], [16.98905, 11.57974, -8.74968], [15.18198, 11.41359, -6.24238], [15.44412, 10.12328, -7.40381], [16.58826, 7.66101, -13.18329], [18.11899, 8.34397, -13.82976], [18.32660, 9.74428, -13.29450], [18.41563, 9.87444, -11.54042], [18.11391, 8.24665, -14.91179], [18.91229, 7.66840, -13.50167], [17.48839, 10.34873, -13.63777], [19.27410, 10.14200, -13.65342]], "forces_ev_per_angstrom": [[1.7, -0.8, 0.1], [-0.5, 0.7, -0.3], [0.7, 0.1, -0.3], [-0.2, 0.0, -0.5], [0.0, -0.3, 0.6], [-0.4, 0.3, 0.2], [-0.8, 0.1, 0.0], [-0.3, -0.2, -0.6], [0.0, -0.1, 0.5], [0.4, 0.2, 0.2], [-0.2, -0.1, 0.2], [-0.2, 0.0, -0.2], [0.3, -0.4, 0.2], [0.4, 0.7, -0.5], [0.1, 0.1, 0.5], [-0.1, 0.0, -0.5], [0.2, -0.1, 0.0], [-0.1, 0.1, 0.1], [0.0, 0.0, 0.0], [-0.2, 0.1, -0.1], [-0.1, 0.0, 0.2], [-0.4, -0.4, 0.0], [0.3, -0.1, 0.1], [-0.3, -0.1, -0.1], [0.1, 0.0, -0.3], [0.4, -0.8, 0.9], [-0.1, 0.1, -1.0], [-0.1, -0.2, 0.4], [-0.3, 0.5, -0.1], [-0.1, 0.1, 0.2], [0.2, 0.2, 0.1], [-0.1, 0.0, -0.2]], "lowdin_charge": [-0.13, -0.25, -0.19, -0.25, 0.14, 0.08, 0.05, 0.02, 0.11, 0.10, 0.12, 0.10, -0.11, -0.25, -0.19, -0.24, 0.16, 0.07, 0.07, 0.08, 0.11, 0.10, 0.13, 0.11, 0.54, -0.63, -0.68, 0.56, 0.07, 0.07, 0.07, 0.07]}